Record 1
C24H15BrFN11OZr | the ωB97M-V functional and the def2-TZVPD basis

Calculated values
2S+1: 1
Relative energy (zero: lowest compared OMol25 entry of this formula, charge and spin), kcal/mol: 0.0
Frontier orbital gap, eV: 7.12
Highest occupied orbital energy, Eh: -0.3155

Geometry as XYZ:
```
54
Properties=species:S:1:pos:R:3:forces:R:3
Zr -0.26031 -0.43039 0.15755 -0.18 0.60 0.24
Br 4.47525 -3.16419 5.38202 0.04 -0.02 0.02
F -0.21550 -6.62402 -1.06028 0.00 -0.01 0.00
O 0.08794 -0.72549 2.10000 -0.10 -0.13 0.02
N 0.88925 -0.01504 -2.80997 0.03 -0.14 0.10
N -2.54537 0.49150 -2.58866 -0.02 -0.02 -0.04
N -4.32364 0.51025 0.36357 -0.06 0.14 -0.06
N 0.58950 0.32864 -4.00306 -0.06 0.12 -0.07
N -2.29993 0.15256 -0.23875 -0.05 -0.15 0.11
N -4.29667 0.66803 -0.98369 0.02 -0.10 0.05
N 1.97848 0.16668 0.40797 0.13 0.11 -0.03
N 0.17398 1.99786 -0.14341 0.01 0.04 0.06
N -3.17313 0.21858 0.82247 0.08 -0.07 -0.04
N -0.25113 -0.02268 -2.05916 -0.01 -0.13 -0.09
N -0.73480 0.57623 -4.11939 0.05 -0.09 0.03
C 3.01988 3.46305 -1.99398 0.00 0.00 0.00
C 3.63679 1.34371 -1.01118 0.00 0.04 -0.05
C -0.02222 -2.55934 -0.30901 0.13 -0.39 -0.16
C 3.42240 -1.61764 3.24856 -0.01 0.00 0.02
C 1.05505 -1.26671 2.82162 -0.04 0.06 -0.05
C 0.71298 4.32547 -1.57732 0.02 0.01 -0.01
C -0.15366 -5.30042 -0.81878 0.02 -0.02 0.00
C 0.75511 -2.03861 3.94685 0.08 0.04 0.00
C 0.86986 -3.46492 0.28484 0.02 0.01 0.03
C 1.77065 -2.60533 4.68655 -0.04 0.00 0.00
C -0.97539 -3.10517 -1.18153 -0.02 0.01 -0.08
C 2.40135 -1.06499 2.46187 0.10 0.07 -0.08
C -0.50901 4.12247 -1.00530 -0.01 -0.05 0.02
C -1.21262 0.34663 -2.91529 -0.04 0.11 0.07
C 3.94053 2.47431 -1.80196 -0.01 -0.03 0.02
C 2.40339 1.22823 -0.44386 0.01 -0.10 0.06
C -0.74454 2.92282 -0.30655 -0.02 0.02 -0.02
C 1.41523 2.21730 -0.66510 0.03 -0.01 0.01
C 2.76581 -0.20123 1.35818 -0.15 -0.10 -0.02
C 0.82209 -4.82774 0.03760 -0.02 0.01 -0.02
C -1.06037 -4.46714 -1.43781 -0.01 0.02 0.01
C -3.04754 0.43271 -1.31850 0.13 0.12 -0.05
C 3.10497 -2.39258 4.33654 -0.02 0.02 -0.03
C 1.72959 3.35615 -1.42102 -0.01 0.01 -0.04
H 0.91515 5.21914 -2.15477 0.00 0.00 0.00
H 3.25579 4.32955 -2.59797 0.00 0.00 0.00
H 1.51734 -5.52005 0.49306 0.00 0.00 0.00
H -1.30737 4.84348 -1.10321 -0.01 0.00 0.00
H 4.91626 2.54384 -2.26249 0.00 0.01 0.00
H 4.45713 -1.43878 2.98514 0.01 -0.01 0.01
H -1.72414 2.71184 0.10657 0.00 0.01 0.00
H -3.17323 0.75685 -3.32897 0.00 0.00 0.00
H 3.77667 0.20903 1.37629 0.00 0.00 0.04
H 1.63951 -3.11381 0.96420 -0.01 0.01 0.00
H 1.53693 -3.21524 5.54854 0.00 0.00 0.00
H 4.36909 0.55594 -0.89032 0.00 0.00 0.01
H -1.80152 -4.87982 -2.10857 0.00 0.00 0.00
H -1.67966 -2.45884 -1.69845 0.00 0.00 0.01
H -0.28338 -2.18429 4.20914 0.00 -0.01 0.01
```
Forces are in eV/Å.


Record 2
C5H7NO2P | the ωB97M-V functional and the def2-TZVPD basis

Calculated values
2S+1: 1
Relative energy (zero: lowest compared OMol25 entry of this formula, charge and spin), kcal/mol: 36.2
Frontier orbital gap (alpha / beta), eV: 8.10 / 7.79
Highest occupied orbital energy (alpha / beta), Eh: -0.1861 / -0.1680
Total charge: -1

Geometry as XYZ:
```
16
Properties=species:S:1:pos:R:3:forces:R:3
P -1.33485 0.16050 0.45235 1.44 0.90 0.44
O -1.57146 -0.71706 -0.69726 -0.66 -1.30 -1.22
O -1.67860 -0.20425 1.86987 0.46 0.46 -0.70
N 1.37593 1.93772 -1.53821 0.85 1.86 -2.00
C 1.03276 1.25556 -0.68854 0.19 -0.25 -0.01
C -1.99593 1.84594 0.04778 -0.06 -1.04 2.69
C 0.60622 0.37368 0.22040 -1.48 -1.37 3.56
C 1.60162 -0.26553 1.18401 0.82 -0.15 0.35
C 1.77645 0.73906 2.30688 -3.08 -1.58 0.34
H 2.45526 1.53229 2.15130 0.38 0.97 0.21
H 0.88898 0.70974 3.07103 2.03 0.58 -1.46
H -1.58596 2.44679 0.92516 -1.03 -0.18 -1.28
H 2.59045 -0.53423 0.76605 -0.45 0.40 -0.34
H -1.80184 2.24613 -0.91170 0.67 0.30 -0.86
H -3.08427 1.61882 0.09524 0.51 0.61 0.37
H 1.24628 -1.19192 1.61273 -0.58 -0.21 -0.10
```
Forces are in eV/Å.


Record 3
C10H11FIN2OPS | the ωB97M-V functional and the def2-TZVPD basis

Calculated values
SMILES string: CP(O)c1c(CCCI)cc2nsnc2c1F
2S+1: 1
Frontier orbital gap, eV: 6.72
Highest occupied orbital energy, Eh: -0.3191

Geometry as XYZ:
```
28
Properties=species:S:1:pos:R:3:forces:R:3
I -1.88619 -1.18055 -2.80063 -0.62 0.20 0.93
S 0.11197 5.24715 -0.16967 0.46 -4.09 0.47
P 2.08846 -1.66570 0.02963 -0.46 -0.94 -0.74
F 3.35032 1.34702 -0.48675 -4.86 0.04 1.06
O 2.64000 -1.73880 -1.64991 -0.92 2.54 2.14
N 1.53706 4.22032 -0.33891 -4.32 -3.58 0.98
N -1.25716 4.18690 0.23081 6.55 -3.73 -1.02
C 1.87731 1.36213 -0.15853 -2.82 -1.07 0.60
C -0.53675 2.84303 0.21821 -0.74 -1.12 0.08
C 1.03791 -0.05263 0.13404 1.05 4.90 -0.60
C -2.88380 -1.59746 0.25949 -0.04 -0.46 -0.07
C -1.34306 1.41720 0.51132 2.56 -2.17 -0.53
C 1.06888 2.78878 -0.12546 -1.34 2.37 0.24
C -3.27376 -0.84085 -1.14167 -2.36 0.05 1.41
C 3.68724 -1.54911 1.06967 1.63 0.21 -0.40
C -1.30242 -1.50890 0.68253 -0.33 0.00 0.32
C -0.60171 -0.04403 0.45686 1.18 4.20 -0.50
H -1.24237 -1.83545 1.82856 0.06 0.90 -2.46
H 3.53554 -1.23076 2.18556 0.10 -0.36 -2.27
H 4.15049 -2.64660 1.09910 -1.22 2.30 -0.22
H 2.53815 -0.78961 -1.96267 0.45 -1.57 0.15
H -2.51530 1.41859 0.73164 2.98 0.19 -0.51
H -3.47146 0.31374 -0.97278 0.81 -2.46 -0.58
H -3.56392 -1.21825 1.15515 1.35 -0.48 -2.04
H 4.46881 -0.87134 0.49066 -1.53 -1.24 1.54
H -3.16783 -2.74986 0.13070 0.82 2.50 0.28
H -4.32176 -1.29798 -1.48425 2.43 1.03 0.61
H -0.72466 -2.32701 0.07730 -0.88 1.85 1.10
```
Forces are in eV/Å.


Record 4
C19H12N4O4Tc | the ωB97M-V functional and the def2-TZVPD basis

Calculated values
2S+1: 2
Relative energy (zero: lowest compared OMol25 entry of this formula, charge and spin), kcal/mol: 4.7
Frontier orbital gap (alpha / beta), eV: 5.88 / 5.88
Highest occupied orbital energy (alpha / beta), Eh: -0.2979 / -0.2978

Geometry as XYZ:
```
40
Properties=species:S:1:pos:R:3:forces:R:3
Tc 0.33964 1.13203 -1.33937 -0.03 0.05 0.01
O 2.07688 4.22518 0.49371 0.04 0.03 0.01
O -0.40265 0.98805 5.60322 0.04 0.07 -0.02
O 1.26855 2.79905 -1.03483 0.00 0.16 0.00
O 0.85935 2.86853 5.35732 -0.03 -0.04 0.01
N 0.15038 1.29370 0.70464 -0.05 0.06 0.07
N -1.64729 0.37973 -1.41448 0.04 0.04 0.06
N -6.75072 -1.22642 -1.31659 0.01 0.00 0.00
N 1.29837 -0.06919 -2.02336 0.02 -0.22 -0.16
C -0.44314 0.57914 2.88847 0.01 0.00 -0.01
C 1.46979 3.23467 0.22312 -0.04 -0.05 0.01
C 0.86860 2.56116 2.59620 -0.01 -0.02 -0.02
C -1.96278 -0.90682 -1.62166 0.03 -0.02 -0.04
C 0.22861 1.86724 4.99694 0.00 -0.03 -0.05
C -0.46723 0.42337 1.52232 -0.01 -0.01 -0.01
C -4.28667 -0.44703 -1.35237 0.03 0.00 0.00
C 0.22175 1.66533 3.44657 0.00 0.02 0.11
C -3.26621 -1.35653 -1.60578 -0.01 -0.01 0.00
C 0.81605 2.34317 1.24258 0.01 0.01 -0.01
C -3.96169 0.88508 -1.12670 -0.01 0.01 -0.01
C 3.17823 -1.01618 -0.82834 -0.03 -0.01 0.01
C 3.99328 -2.10282 -0.56002 0.01 0.01 0.02
C 2.75627 -3.43977 -2.13018 0.00 -0.02 0.00
C 2.14166 -1.15457 -1.74836 0.06 -0.04 0.04
C 1.93182 -2.36202 -2.40899 0.00 0.02 -0.03
C -5.65692 -0.87941 -1.32840 -0.03 -0.01 0.00
C 3.78415 -3.31423 -1.20562 -0.01 0.00 -0.01
C -2.63414 1.25494 -1.17281 -0.04 0.00 0.02
H -1.13661 -1.58038 -1.80134 0.00 0.00 0.00
H -3.48085 -2.40050 -1.78155 0.00 0.01 0.00
H 1.39603 3.40999 3.01067 0.00 0.00 0.01
H 1.14112 -2.44002 -3.14465 0.00 0.01 0.00
H 4.42594 -4.15826 -0.99246 0.00 0.00 0.00
H 3.33342 -0.06274 -0.33953 0.01 -0.01 0.00
H -0.93300 -0.11366 3.56020 0.00 0.00 0.00
H 2.59852 -4.38017 -2.64165 0.00 0.01 0.00
H 4.79711 -2.00160 0.15691 0.00 0.00 0.00
H -2.34620 2.28701 -1.00947 0.00 -0.01 0.02
H -4.72467 1.62137 -0.92133 0.00 0.00 0.00
H -0.97477 -0.40642 1.04696 0.00 0.00 0.00
```
Forces are in eV/Å.